{
  "formula": "C20H39Cl2N2O32S9",
  "method": "ωB97M-V/def2-TZVPD",
  "homo_lumo_gap_ev": 7.36,
  "max_force_ev_per_a": 6.83,
  "total_charge": -1,
  "lumo_ev": 1.529,
  "species": ["Cl", "Cl", "S", "S", "S", "S", "S", "S", "S", "S", "S", "O", "O", "O", "O", "O", "O", "O", "O", "O", "O", "O", "O", "O", "O", "O", "O", "O", "O", "O", "O", "O", "O", "O", "O", "O", "O", "O", "O", "O", "O", "O", "O", "N", "N", "C", "C", "C", "C", "C", "C", "C", "C", "C", "C", "C", "C", "C", "C", "C", "C", "C", "C", "C", "C", "H", "H", "H", "H", "H", "H", "H", "H", "H", "H", "H", "H", "H", "H", "H", "H", "H", "H", "H", "H", "H", "H", "H", "H", "H", "H", "H", "H", "H", "H", "H", "H", "H", "H", "H", "H", "H", "H", "H"],
  "coordinates": [[-0.2642, 0.1912, 2.5553], [-3.0343, 0.7289, 1.2351], [0.3969, 5.4492, -0.2745], [-0.1710, -1.3811, -0.0044], [2.4969, -5.6408, -5.6095], [-5.0834, -0.9367, 7.1375], [8.1461, -7.8245, -8.3975], [2.6320, -2.0833, 0.3000], [-7.2826, 0.9934, 2.4655], [6.2203, 3.4085, 3.4496], [-5.6025, 1.6034, -3.7352], [0.0230, -1.4514, -1.5409], [2.3323, -5.8953, -4.0069], [3.0461, -3.3314, -0.5728], [6.7954, -8.5013, -9.0103], [-3.6830, -0.7085, 6.8583], [3.5994, -2.1431, 1.5465], [-6.3701, 0.8840, -2.4888], [5.3235, 3.4912, 4.5789], [-8.1322, -0.3509, 2.8246], [-0.3752, 6.8835, -0.3412], [-5.2480, -1.1912, 8.7402], [1.7973, 5.6774, -0.5537], [-7.3753, 1.2300, 1.0436], [8.7964, -8.7893, -7.5415], [5.9166, 2.6509, 2.2559], [-5.8555, 0.4976, 7.0708], [8.8300, -7.1336, -9.4681], [-5.7992, 0.4001, 2.7942], [0.2323, 5.1947, 1.3281], [-5.7485, 0.7687, -4.9049], [1.7248, -4.2065, -5.6762], [-4.3217, 2.0798, -3.2620], [3.8973, -5.4126, -5.8887], [6.6311, 4.9211, 3.0010], [-7.5946, 2.0016, 3.4541], [-5.8762, -1.9189, 6.4351], [-6.5982, 2.8856, -3.8848], [1.7041, -6.6230, -6.3119], [-1.5735, -2.0500, 0.2726], [-0.3959, 4.4670, -0.9769], [7.4160, -6.7097, -7.4571], [7.6873, 2.9422, 3.9889], [3.2323, 1.5559, 1.1960], [1.0177, -2.2480, 0.9334], [-1.5129, 1.2529, 0.2659], [-5.9382, -0.8106, 3.5343], [-7.2343, -1.4401, 3.0307], [-0.1602, 6.4147, 1.9529], [3.0048, -0.4710, -0.5680], [-7.2796, 1.8144, -1.9058], [-6.4867, 0.7566, 8.3237], [-5.6405, 0.0288, 9.3649], [1.0936, -3.9475, -4.4233], [-1.0064, 7.1425, 0.9117], [5.6547, -7.9980, -8.3171], [3.8151, 0.6370, 0.3593], [5.4828, 0.6736, 0.2477], [1.9398, -4.6753, -3.3821], [7.9483, 5.2134, 3.4644], [6.0482, -6.6010, -7.8445], [-1.7860, 1.3416, -1.3647], [-0.1780, 0.3955, 0.6780], [-7.7479, 2.6935, -3.0623], [8.6671, 3.8683, 3.5251], [-6.7312, 2.4015, -1.1615], [5.9504, 1.2411, 1.1654], [-7.5015, 0.3476, 8.2848], [5.4364, -6.2569, -7.0072], [3.7536, -0.7351, -1.4594], [-8.5125, 2.1856, -3.6589], [-2.3348, 0.4085, -1.8103], [-6.0126, -0.5509, 4.5956], [-8.1358, 3.6561, -2.7183], [1.3867, -4.8742, -2.4611], [2.0924, 0.0627, -1.0686], [-7.0813, -1.9419, 2.0697], [0.7473, 6.9806, 2.1886], [5.9856, -5.8760, -8.6628], [-7.6543, -2.1501, 3.7481], [-4.7331, 0.5947, 9.6006], [-2.5303, 2.2634, -1.5059], [-0.7986, 1.6427, -1.9546], [-6.5359, 1.8327, 8.5107], [5.4530, -8.6591, -7.4681], [1.0444, -2.8714, -4.2364], [-1.0556, 8.2186, 1.0986], [-1.3036, 2.3770, 0.6066], [-8.1062, 1.2919, -1.4185], [0.0788, -4.3565, -4.4622], [-6.1936, -0.1701, 10.2859], [5.8381, 1.1739, -0.7718], [5.8363, -0.4546, 0.2939], [4.7840, -7.9802, -8.9781], [9.5289, 3.8865, 4.1966], [-5.0725, -1.4589, 3.3792], [3.9924, 2.1341, 1.6620], [2.8473, -4.1094, -3.1464], [7.8674, 5.6624, 4.4596], [8.9893, 3.5483, 2.5286], [-0.7133, 6.2158, 2.8739], [-2.0212, 6.7335, 0.8728], [0.7792, 1.0059, 0.3923], [8.4432, 5.9158, 2.7884]],
  "atomic_forces_ev_per_a": [[0.653, 0.315, -1.993], [1.252, 0.597, -1.335], [0.453, -0.517, -0.270], [-3.056, -4.896, -2.033], [-0.631, 0.330, 0.935], [0.848, -0.068, -0.102], [0.045, 0.236, 0.114], [3.124, -5.138, 3.249], [0.579, -0.163, 0.343], [-0.445, -0.083, 0.518], [0.550, -0.270, 0.185], [0.577, 1.382, 4.098], [-0.100, -0.423, -1.834], [-1.967, 4.560, 1.445], [1.006, 0.573, 0.056], [-2.140, -0.471, 0.099], [-3.309, 1.205, -3.849], [0.217, 0.288, -1.245], [1.162, -0.339, -1.691], [0.355, 1.143, 0.019], [0.686, -0.599, 0.190], [-0.382, -0.030, -1.020], [-1.928, -0.331, 0.081], [-0.014, 0.097, 1.741], [-0.496, 1.286, -1.174], [0.266, 1.704, 2.064], [0.696, -0.767, 0.169], [-0.572, -1.139, 1.271], [-1.286, 0.500, -0.830], [-0.355, 0.089, -1.049], [0.404, 1.001, 1.456], [1.135, -1.090, -0.323], [-1.676, -0.612, -1.046], [-1.528, -0.424, -0.143], [-0.053, -1.038, -0.038], [0.078, -0.995, -1.499], [1.091, 0.975, 0.903], [0.684, -0.532, 0.280], [1.362, 0.903, 0.541], [4.880, 2.849, 0.111], [1.248, 1.189, 0.882], [0.720, -1.209, -0.387], [-0.975, 0.498, 0.003], [2.174, -3.431, -3.228], [0.449, 2.618, -3.041], [1.013, 1.174, -0.940], [-0.200, -0.382, 0.707], [0.639, -0.607, -0.181], [0.184, 0.585, 0.105], [1.307, 2.297, -1.294], [-0.090, 0.730, 0.356], [-0.490, -0.099, 0.465], [0.202, 0.675, 0.107], [-0.638, -0.056, 0.903], [-0.473, -0.145, 0.451], [-0.485, 0.184, 0.652], [0.360, 2.663, 2.552], [-0.562, -1.181, -0.123], [0.105, 1.193, 0.406], [0.439, 0.125, 0.476], [-0.694, 0.186, -0.424], [-0.837, 1.047, 0.320], [-1.184, 1.003, 0.686], [-0.540, -0.378, 0.178], [0.297, 0.272, -0.589], [-0.181, -0.083, -0.039], [-1.258, -1.605, -2.480], [0.071, 0.057, 0.060], [0.373, -0.129, -0.117], [-1.693, 0.274, 2.071], [0.014, 0.042, 0.071], [1.447, 1.655, 1.010], [-0.063, -0.114, -0.350], [0.277, -0.083, -0.146], [0.200, -0.108, -0.211], [1.491, -1.386, 1.099], [0.040, 0.020, 0.111], [-0.116, 0.022, 0.019], [-0.071, -0.081, 0.038], [-0.066, 0.322, -0.066], [-0.127, 0.016, 0.013], [1.637, -2.061, 0.334], [-2.025, -0.958, 1.428], [0.151, -0.182, -0.247], [-0.037, 0.105, -0.059], [0.140, -0.217, -0.151], [0.152, -0.169, -0.230], [-0.404, -2.637, -0.547], [0.315, -0.088, -0.157], [0.085, 0.075, 0.035], [0.089, -0.219, -0.244], [-0.866, -1.129, 2.117], [-0.631, 2.286, -0.294], [0.319, -0.050, -0.033], [-0.305, -0.153, 0.048], [-0.053, 0.305, -0.168], [-1.103, -1.111, -0.998], [-0.235, -0.023, 0.153], [0.066, -0.036, -0.074], [0.035, 0.099, 0.080], [0.095, -0.233, -0.244], [0.076, 0.043, 0.067], [-1.691, -1.354, 0.691], [-0.285, -0.168, -0.025]]
}